<P>
Below is a single C2H4N2O molecule, with properties calculated with ωB97M-V/def2-TZVPD.

As for the molecular weight: 72.07 g/mol. The SMILES is C=NNC=O. Its frontier orbital gap is 0.37489 Eh.

Each line ends with the Löwdin charge.
Element x y z (Å)
C (-0.66211, -0.95219, 0.99134)  -0.04
C (0.56118, 0.38645, -0.98574)  -0.36
H (-1.44576, -1.27337, 1.70781)  0.04
H (-0.63614, -1.91165, 0.19273)  0.15
H (0.45440, 1.87374, 0.34373)  0.18
H (1.19123, 1.10276, -1.29489)  0.08
N (-0.43844, 0.36643, 1.23054)  -0.03
N (0.48631, 0.75873, 0.36817)  -0.10
O (0.08834, -0.53414, -1.52175)  0.08

<Q>
Below is a single C2H4N2O molecule, with properties calculated with ωB97M-V/def2-TZVPD.

As for the molecular weight: 72.07 g/mol. The SMILES is [H]/N=C/NC=O. Its frontier orbital gap is 0.41043 Eh.

Each line ends with the Löwdin charge.
Element x y z (Å)
N (-0.76304, 1.02168, 1.54831)  0.11
C (-0.73908, 0.24208, 0.55290)  -0.30
N (0.36270, -0.59549, 0.31755)  0.05
C (1.06224, -0.54464, -0.86831)  -0.35
O (2.15000, -1.04298, -1.02874)  0.04
H (-1.64464, 1.53244, 1.56696)  0.05
H (-1.54582, 0.11702, -0.17581)  0.12
H (0.90828, -0.87581, 1.12363)  0.15
H (0.53022, 0.02002, -1.65762)  0.14

Relative calculated energies, zero for the most stable structure, unit kJ/mol: <P> 318.0; <Q> 0.0.